[1]
Formula: Cl5Y
Source: OMol25
Level of theory: the ωB97M-V functional and the def2-TZVPD basis

Orbital gap = 8.416 eV
M = 266.17 g/mol
Relative energy (zero: lowest compared OMol25 entry of this formula, charge and spin) = 1.3 kJ/mol
HOMO level = -0.093 Ha
Calculated total energy = -63665.893 eV

```
! wB97M-V def2-TZVPD RIJCOSX def2/J DEFGRID3
* xyz -2 1
Y -24.264 -17.712 -6.004
Cl -22.320 -19.586 -6.293
Cl -23.419 -15.583 -7.449
Cl -22.412 -16.372 -4.162
Cl -26.303 -18.045 -7.751
Cl -25.725 -19.388 -4.401
*
```

[2]
Formula: ClFFe2
Source: OMol25
Level of theory: the ωB97M-V functional and the def2-TZVPD basis

Orbital gap (alpha / beta) = 7.792 / 6.958 eV
M = 166.14 g/mol
HOMO level (alpha / beta) = -0.733 / -0.731 Ha
Expectation value of S² = 20.0104
Calculated total energy = -83991.582 eV

```
! wB97M-V def2-TZVPD RIJCOSX def2/J DEFGRID3
* xyz 2 9
Fe 4.499 21.287 -18.265
Fe 6.983 23.584 -15.705
F 6.377 21.112 -17.333
Cl 4.921 23.668 -17.284
*
```

[3]
Formula: ClFH2NOP
Source: OMol25
Level of theory: the ωB97M-V functional and the def2-TZVPD basis

Orbital gap = 9.749 eV
M = 117.45 g/mol
Relative energy (zero: lowest compared OMol25 entry of this formula, charge and spin) = 337.9 kJ/mol
HOMO level = -0.403 Ha
Calculated total energy = -28097.412 eV

```
! wB97M-V def2-TZVPD RIJCOSX def2/J DEFGRID3
* xyz 0 1
N 2.073 0.812 1.453
O -2.384 -0.004 0.335
F 1.918 0.711 -1.344
P 1.979 0.078 0.207
Cl 1.820 -1.813 -0.458
H -2.500 -0.552 -0.437
H -2.905 0.768 0.243
*
```

[4]
Formula: ClFH2NOP
Source: OMol25
Level of theory: the ωB97M-V functional and the def2-TZVPD basis

Orbital gap = 10.044 eV
M = 117.45 g/mol
Relative energy (zero: lowest compared OMol25 entry of this formula, charge and spin) = 69.0 kJ/mol
HOMO level = -0.403 Ha
Calculated total energy = -28100.198 eV

```
! wB97M-V def2-TZVPD RIJCOSX def2/J DEFGRID3
* xyz 0 1
N -0.560 0.697 0.054
O 0.422 -1.629 0.539
F 1.568 0.217 1.641
P 0.093 -0.218 1.102
Cl -0.632 -0.411 3.363
H -0.781 1.635 0.333
H 0.642 -1.501 -0.392
*
```

[5]
Formula: ClFN3
Source: OMol25
Level of theory: the ωB97M-V functional and the def2-TZVPD basis

Orbital gap = 9.633 eV
M = 96.47 g/mol
Relative energy (zero: lowest compared OMol25 entry of this formula, charge and spin) = 124.4 kJ/mol
HOMO level = -0.635 Ha
Calculated total energy = -19695.380 eV

```
! wB97M-V def2-TZVPD RIJCOSX def2/J DEFGRID3
* xyz 1 1
N 1.299 1.442 0.333
N 0.553 0.631 0.220
N -0.432 -0.199 -0.002
F -0.672 -1.054 1.000
Cl -0.749 -0.819 -1.550
*
```

[6]
Formula: ClFS2
Source: OMol25
Level of theory: the ωB97M-V functional and the def2-TZVPD basis

Orbital gap (alpha / beta) = 5.709 / 5.675 eV
M = 118.59 g/mol
Relative energy (zero: lowest compared OMol25 entry of this formula, charge and spin) = 300.4 kJ/mol
HOMO level (alpha / beta) = -0.339 / -0.338 Ha
Calculated total energy = -36906.597 eV

```
! wB97M-V def2-TZVPD RIJCOSX def2/J DEFGRID3
* xyz 0 1
F 1.668 0.586 0.921
S 1.214 -0.499 -0.174
S -1.569 -0.395 -1.540
Cl -2.277 0.649 -0.076
*
```